Entry 1:
BrHN2O2 | the ωB97M-V functional and the def2-TZVPD basis

Properties
Largest force on an atom ... 0.1488 hartree/bohr
Energy above the lowest of the compared OMol25 structures with the same formula, charge and spin ... 5.3 kcal per mole
HOMO (alpha / beta) ... -6.7 / -11.2 eV
Orbital gap (alpha / beta) ... 0.25473 / 0.34372 hartree
E ... -2834.30007 Eh
Expectation value of S² ... 2.0100

The geometry in ORCA input format:
```
! RIJCOSX wB97M-V def2-TZVPD def2/J DEFGRID3
* xyz 0 3
N -2.74457 -0.15512 0.13661
N -3.23371 -1.08595 0.48792
O -2.30266 0.85760 -0.17143
O -0.66330 -1.71504 -1.16804
Br 0.30812 -1.08814 0.07386
H 0.62648 -2.22787 0.93313
*
```


Entry 2:
BrHNO3S | the ωB97M-V functional and the def2-TZVPD basis

Properties
Largest force on an atom ... 0.0598 hartree/bohr
Energy above the lowest of the compared OMol25 structures with the same formula, charge and spin ... 2.3 kcal per mole
HOMO ... -5.1 eV
Orbital gap ... 0.31633 hartree
E ... -3253.32275 Eh

The geometry in ORCA input format:
```
! RIJCOSX wB97M-V def2-TZVPD def2/J DEFGRID3
* xyz -1 1
N 0.23068 -0.85878 0.80079
O -0.55849 0.12757 -1.48955
O 1.63358 0.80855 -0.67689
O -0.38565 1.71690 0.37165
S 0.22524 0.65474 -0.38804
Br -1.52107 -0.85219 1.25962
H 0.37570 -1.59679 0.12242
*
```


Entry 3:
BrMn2 | the ωB97M-V functional and the def2-TZVPD basis

Properties
Largest force on an atom ... 0.0130 hartree/bohr
Energy above the lowest of the compared OMol25 structures with the same formula, charge and spin ... 2.7 kcal per mole
HOMO (alpha / beta) ... -24.2 / -24.2 eV
Orbital gap (alpha / beta) ... 0.29517 / 0.30829 hartree
E ... -4874.66097 Eh
Expectation value of S² ... 30.0042

The geometry in ORCA input format:
```
! RIJCOSX wB97M-V def2-TZVPD def2/J DEFGRID3
* xyz 3 11
Mn 0.91081 2.48508 0.29403
Mn -0.97313 -2.45134 -0.33903
Br 0.06232 -0.03374 0.04500
*
```


Entry 4:
BrNO2S | the ωB97M-V functional and the def2-TZVPD basis

Properties
SMILES string ... O=S(=O)=NBr
Largest force on an atom ... 0.0539 hartree/bohr
Energy above the lowest of the compared OMol25 structures with the same formula, charge and spin ... 0.0 kcal per mole
HOMO ... -10.8 eV
Orbital gap ... 0.32696 hartree
E ... -3177.31503 Eh

The geometry in ORCA input format:
```
! RIJCOSX wB97M-V def2-TZVPD def2/J DEFGRID3
* xyz 0 1
O -1.55623 0.58173 -0.04061
S -0.29564 -0.12785 -0.16343
O -0.31283 -1.53886 -0.40534
N 0.96268 0.69296 0.42731
Br 2.88605 0.02673 0.13279
*
```


Entry 5:
BrNO3 | the ωB97M-V functional and the def2-TZVPD basis

Properties
Largest force on an atom ... 0.0895 hartree/bohr
Energy above the lowest of the compared OMol25 structures with the same formula, charge and spin ... 19.2 kcal per mole
HOMO (alpha / beta) ... -9.8 / -9.8 eV
Orbital gap (alpha / beta) ... 0.31694 / 0.31697 hartree
E ... -2854.26743 Eh

The geometry in ORCA input format:
```
! RIJCOSX wB97M-V def2-TZVPD def2/J DEFGRID3
* xyz 0 1
N 0.39562 -0.16879 -0.04060
O -0.08389 -1.19346 -0.00399
O 1.36858 0.44814 0.06650
O -1.11469 0.99719 -0.04222
Br -2.56196 -0.04588 -0.00712
*
```


Entry 6:
BrNO3 | the ωB97M-V functional and the def2-TZVPD basis

Properties
SMILES string ... O=NOOBr
Largest force on an atom ... 0.0374 hartree/bohr
Energy above the lowest of the compared OMol25 structures with the same formula, charge and spin ... 27.4 kcal per mole
HOMO ... -10.5 eV
Orbital gap ... 0.34019 hartree
E ... -2854.25439 Eh

The geometry in ORCA input format:
```
! RIJCOSX wB97M-V def2-TZVPD def2/J DEFGRID3
* xyz 0 1
O 1.98999 -0.75246 0.15485
N 0.97047 -0.47178 -0.34405
O 0.25495 0.49970 0.41800
O -0.87175 0.89836 -0.23861
Br -2.34366 -0.17382 0.00980
*
```


Entry 7:
BrNO3Pb3 | the ωB97M-V functional and the def2-TZVPD basis

Properties
Largest force on an atom ... 0.1737 hartree/bohr
Energy above the lowest of the compared OMol25 structures with the same formula, charge and spin ... 69.3 kcal per mole
HOMO ... -23.9 eV
Orbital gap ... 0.22714 hartree
E ... -3431.05940 Eh

The geometry in ORCA input format:
```
! RIJCOSX wB97M-V def2-TZVPD def2/J DEFGRID3
* xyz 4 1
Pb 1.43550 1.72338 1.29812
Pb -1.11150 0.95738 -2.96788
Pb -1.93750 -2.38162 1.87412
Br -0.83650 2.67138 -0.51988
N 0.72050 -0.87962 -0.10488
O 0.29950 -1.79962 0.65412
O -0.24950 -0.15562 -0.42088
O 1.67950 -0.13562 0.18712
*
```


Entry 8:
BrNO5S | the ωB97M-V functional and the def2-TZVPD basis

Properties
Largest force on an atom ... 0.0794 hartree/bohr
Energy above the lowest of the compared OMol25 structures with the same formula, charge and spin ... 45.4 kcal per mole
HOMO (alpha / beta) ... -10.2 / -10.2 eV
Orbital gap (alpha / beta) ... 0.27038 / 0.27040 hartree
E ... -3402.88577 Eh

The geometry in ORCA input format:
```
! RIJCOSX wB97M-V def2-TZVPD def2/J DEFGRID3
* xyz 0 1
N -0.59253 0.83307 1.25194
O -1.75270 0.78259 1.08800
O 0.10398 0.92936 2.19952
O 1.18613 0.93819 -1.01313
O -1.12282 0.03057 -1.25763
O 0.68706 -1.80046 -0.11495
S 0.04878 0.19980 -0.48678
Br 1.44210 -1.91312 -1.66697
*
```


Entry 9:
BrSr | the ωB97M-V functional and the def2-TZVPD basis

Properties
Largest force on an atom ... 0.0294 hartree/bohr
Energy above the lowest of the compared OMol25 structures with the same formula, charge and spin ... 3.9 kcal per mole
HOMO ... -13.4 eV
Orbital gap ... 0.26829 hartree
E ... -2604.51557 Eh

The geometry in ORCA input format:
```
! RIJCOSX wB97M-V def2-TZVPD def2/J DEFGRID3
* xyz 1 1
Sr 1.37227 -0.35344 0.07119
Br -1.37227 0.35344 -0.07119
*
```


Entry 10:
C102H129F9N12 | the ωB97M-V functional and the def2-TZVPD basis

Properties
Largest force on an atom ... 0.0758 hartree/bohr
Energy above the lowest of the compared OMol25 structures with the same formula, charge and spin ... 22.3 kcal per mole
HOMO ... -9.2 eV
Orbital gap ... 0.35440 hartree
E ... -5519.76767 Eh

The geometry in ORCA input format:
```
! RIJCOSX wB97M-V def2-TZVPD def2/J DEFGRID3
* xyz 0 1
C -3.29984 -7.64320 1.72326
C -3.02336 -6.33642 2.40277
C -2.01982 -6.49631 3.59390
C -0.88497 -7.25764 3.15248
N -0.02974 -7.90833 2.72275
H -2.53878 -7.95737 1.02528
H -4.17684 -7.61357 1.10062
H -3.42970 -8.45548 2.43313
H -3.98706 -5.94194 2.76264
H -2.68944 -5.62019 1.68059
H -2.45156 -6.95933 4.51196
H -1.71766 -5.53448 3.93981
C -2.87974 -2.71456 1.28780
C -2.41413 -1.59976 2.15320
C -1.66400 -2.05748 3.38354
C -2.43997 -2.91281 4.31582
N -3.13499 -3.59055 4.96528
H -2.03670 -3.33782 0.86090
H -3.50026 -2.28357 0.47192
H -3.51519 -3.44467 1.82015
H -3.24265 -0.96047 2.44019
H -1.67673 -1.05261 1.59596
H -1.36100 -1.20847 4.00591
H -0.78039 -2.63677 3.14408
C -0.26799 -4.75855 -7.06438
C 0.31740 -3.36551 -7.27572
C -0.44237 -2.18866 -6.61179
C -0.78060 -2.46845 -5.26349
N -1.16145 -2.65539 -4.20758
H 0.39101 -5.58590 -7.21912
H -1.24448 -4.92791 -7.63028
H -0.57713 -4.98562 -6.05006
H 0.27478 -3.06257 -8.29387
H 1.32464 -3.33912 -6.87681
H -1.41777 -1.98178 -7.15320
H 0.06786 -1.26682 -6.64076
C -0.61145 8.14724 -2.48911
C -2.03237 7.68677 -2.75951
C -1.97175 6.38503 -3.56359
C -1.29135 5.31721 -2.83312
N -0.73479 4.51579 -2.22717
H -0.66763 9.15948 -2.12520
H 0.02674 8.11615 -3.44510
H -0.11226 7.61489 -1.68826
H -2.58693 8.45800 -3.35035
H -2.44704 7.46704 -1.78255
H -1.42069 6.57344 -4.48882
H -2.97453 6.05503 -3.83698
C -3.03729 1.51030 3.64567
C -2.90521 2.93995 3.18542
C -4.31210 3.53089 3.05409
C -5.07127 2.77134 2.05863
N -5.62212 2.06112 1.29315
H -2.04847 1.12186 3.66772
H -3.68634 0.91048 2.98489
H -3.51521 1.50166 4.62959
H -2.23399 2.95356 2.28877
H -2.36662 3.44917 3.93481
H -4.32596 4.61365 2.78637
H -4.71810 3.52492 4.02658
C -1.01943 1.63324 -5.78751
C 0.11238 2.39138 -6.58731
C 0.22819 3.89044 -6.13132
C -1.13501 4.49983 -6.22556
N -2.13616 5.03343 -6.20570
H -1.22051 0.73334 -6.36316
H -1.95067 2.19590 -5.63172
H -0.60642 1.40891 -4.75453
H -0.08422 2.30804 -7.68048
H 1.07347 1.88606 -6.42640
H 0.98364 4.44044 -6.64182
H 0.49089 3.93780 -5.07193
C 3.10712 3.98772 1.92627
C 3.61474 2.61464 2.47336
C 4.94374 2.61853 3.26645
C 4.91871 3.59016 4.32171
N 4.75677 4.43688 5.11386
H 2.99117 4.72982 2.74962
H 2.16050 3.79108 1.37690
H 3.70918 4.53979 1.18283
H 3.84341 1.94285 1.59495
H 2.84910 2.16543 3.08081
H 5.70747 3.03208 2.58393
H 5.10350 1.59377 3.57340
C 4.02963 -0.99121 6.23406
C 3.85025 -1.02658 4.67382
C 2.46193 -1.50001 4.12421
C 1.47851 -0.56169 4.60944
N 0.60593 0.16463 4.83599
H 4.64349 -0.14960 6.61702
H 4.44104 -1.95074 6.57043
H 3.08363 -0.93271 6.77435
H 4.55680 -1.75052 4.20606
H 4.08970 -0.04539 4.20196
H 2.29147 -2.50302 4.58294
H 2.49011 -1.51353 3.04092
C 0.82117 -3.01976 9.29753
C 0.49753 -2.05701 8.18035
C -0.39264 -2.59435 7.10569
C 0.22700 -3.42134 6.02344
N 0.50286 -4.28338 5.27749
H 1.35019 -3.93835 8.87949
H -0.08798 -3.32632 9.76104
H 1.58558 -2.57194 9.93838
H 1.38270 -1.76335 7.71693
H 0.05900 -1.16479 8.57920
H -0.84676 -1.70431 6.56714
H -1.28901 -3.15791 7.46378
C 7.68247 -1.50027 -2.15495
C 6.77958 -1.66402 -0.95435
C 6.21972 -0.37756 -0.36144
C 5.20488 -0.60112 0.64304
N 4.33669 -0.81468 1.35724
H 7.14715 -1.06042 -2.97080
H 7.99439 -2.53773 -2.38316
H 8.54801 -0.85037 -2.00960
H 7.29664 -2.20938 -0.17666
H 5.92961 -2.25800 -1.32991
H 5.75256 0.24889 -1.09455
H 6.98259 0.27621 0.08015
C -0.06854 -5.74641 -2.82533
C 0.62973 -6.72514 -1.94114
C 0.12834 -6.71081 -0.48879
C 0.19920 -5.39006 0.05287
N 0.01183 -4.37076 0.54270
H 0.48996 -5.41107 -3.71721
H -0.19455 -4.73752 -2.39621
H -1.05986 -6.04708 -3.23099
H 1.72927 -6.61033 -2.01183
H 0.59184 -7.76552 -2.24382
H 0.66109 -7.34748 0.24068
H -0.88850 -7.06346 -0.42104
C -5.52650 -1.34288 -1.95365
C -5.37803 -1.25220 -3.47650
C -3.92987 -0.98243 -3.85485
C -3.83315 -0.55729 -5.25285
N -3.76981 -0.13709 -6.33287
H -4.92956 -2.10304 -1.57150
H -6.57101 -1.56799 -1.75594
H -5.31906 -0.38316 -1.50037
H -5.97113 -0.40481 -3.86769
H -5.79758 -2.12757 -3.99176
H -3.27832 -1.84908 -3.75970
H -3.49940 -0.20664 -3.21796
F -4.59273 -4.71053 -4.97798
C -4.60375 -4.89647 -3.63146
C -3.51741 -4.48987 -2.92463
C -3.60398 -4.68878 -1.49400
C -4.72938 -5.39465 -0.98808
C -5.81511 -5.77341 -1.77181
C -5.75391 -5.51453 -3.11500
H -2.58299 -4.05175 -3.33975
H -2.77257 -4.42539 -0.90078
H -4.76650 -5.49079 0.09396
H -6.66225 -6.19127 -1.28705
H -6.49414 -5.70705 -3.83886
F 6.46901 -3.10357 2.28447
C 5.56139 -4.07441 2.73298
C 6.11574 -5.04876 3.47467
C 5.23555 -6.05839 3.90385
C 3.92636 -6.09849 3.43802
C 3.40156 -5.06353 2.59421
C 4.22797 -4.03996 2.30046
H 7.13481 -5.09286 3.76807
H 5.59705 -6.84971 4.56168
H 3.28237 -6.89843 3.69450
H 2.34924 -5.07449 2.28233
H 3.91071 -3.17070 1.69279
F 1.23897 1.09889 1.73623
C 0.56400 0.64032 0.66740
C -0.31263 1.44783 -0.02658
C -1.05163 0.93170 -1.12125
C -0.81830 -0.35391 -1.55070
C 0.11725 -1.16781 -0.82031
C 0.81608 -0.63115 0.26442
H -0.34407 2.49443 0.29119
H -1.70976 1.62858 -1.58113
H -1.24144 -0.75683 -2.45791
H 0.15720 -2.26153 -0.95709
H 1.43088 -1.15697 0.95631
F -3.08079 7.85299 3.43032
C -3.23176 7.11437 2.28130
C -2.19765 6.32192 1.93910
C -2.23414 5.66727 0.71443
C -3.35691 5.81265 -0.05918
C -4.39825 6.72345 0.25637
C -4.31274 7.41282 1.45408
H -1.38753 6.07877 2.61964
H -1.41927 5.05016 0.41167
H -3.45654 5.19293 -0.96173
H -5.03338 6.90874 -0.60446
H -4.87943 8.25914 1.78271
F 5.08046 -0.30208 -4.49010
C 4.51391 0.62151 -3.65724
C 5.28601 1.70761 -3.18471
C 4.58981 2.57329 -2.36287
C 3.25826 2.35448 -1.91332
C 2.60392 1.23159 -2.45322
C 3.22358 0.33191 -3.27593
H 6.28311 1.85254 -3.59160
H 5.15180 3.41023 -1.98726
H 2.94783 3.05403 -1.16780
H 1.55250 1.10269 -2.04912
H 2.68418 -0.54707 -3.69601
F 5.74436 5.65024 -3.32535
C 4.75845 6.28794 -2.66493
C 3.52099 5.70917 -2.60578
C 2.51228 6.35617 -1.89358
C 2.80766 7.58634 -1.33411
C 4.06724 8.19768 -1.33770
C 5.08284 7.48012 -1.98786
H 3.40845 4.76777 -3.16982
H 1.52997 5.88520 -1.79817
H 1.97349 8.05178 -0.84358
H 4.16001 9.09400 -0.73793
H 6.10862 7.90566 -2.07386
F 3.30081 -2.88438 -4.77339
C 3.54317 -3.62546 -3.65089
C 2.77301 -3.36455 -2.50591
C 3.17929 -3.88692 -1.33632
C 4.30128 -4.75616 -1.27520
C 4.89741 -5.20921 -2.44987
C 4.56140 -4.58302 -3.64301
H 1.96786 -2.68482 -2.61777
H 2.67241 -3.56142 -0.41734
H 4.64344 -5.13341 -0.33607
H 5.64759 -5.98099 -2.33675
H 5.12267 -4.80973 -4.52697
F 0.13043 5.68689 4.43369
C -0.67944 5.05907 5.35240
C -1.77547 5.76168 5.84994
C -2.61721 5.13973 6.78489
C -2.30023 3.86380 7.17108
C -1.18939 3.24959 6.64836
C -0.29961 3.81041 5.78199
H -2.02041 6.78586 5.51350
H -3.46803 5.67416 7.19895
H -2.91659 3.32085 7.87912
H -0.99869 2.24667 7.02846
H 0.63771 3.33597 5.51646
F -6.50893 6.38628 -2.67382
C -6.17987 5.08972 -2.77669
C -6.44394 4.21522 -1.72941
C -6.04091 2.88800 -1.82314
C -5.30747 2.48986 -2.88231
C -4.98061 3.39293 -3.87253
C -5.44393 4.70644 -3.87290
H -7.01042 4.50816 -0.83894
H -6.30681 2.22378 -1.02508
H -4.96921 1.48878 -2.98906
H -4.24677 3.14354 -4.67599
H -5.19641 5.52379 -4.58544
*
```